# 1
The following is a quantum chemistry calculation of a structure of composition C4H7NO3, from OMol25.

Geometry as XYZ:
```
15
C4H7NO3, DFT wB97M-V/def2-TZVPD
C -0.908 -0.958 -2.635
C -0.133 -0.013 -0.462
C 0.171 0.123 1.541
C 0.612 1.472 2.227
H -1.312 -0.162 -3.516
H -1.888 -1.987 -2.675
H 0.351 -1.235 -2.692
H -0.594 -0.512 2.126
H 1.131 1.382 3.275
H -0.391 2.102 2.226
H 1.130 1.927 1.449
N 0.774 -0.913 -0.373
O -1.067 -0.196 -1.530
O 1.217 -0.516 0.986
O -0.437 0.853 0.343
```

Computed properties:
LUMO level: 0.86 eV
E: -11887.649 eV
relative energy (zero: lowest compared OMol25 entry of this formula, charge and spin): 7.628 eV

# 2
The following is a quantum chemistry calculation of a cluster of 4 separate species, C46H32BrNO8P in total, from OMol25.

Geometry as XYZ:
```
89
C46H32BrNO8P, DFT wB97M-V/def2-TZVPD
C -5.386 0.463 -2.931
P -3.830 -0.412 -2.523
C -4.031 -1.166 -0.856
C -2.553 0.904 -2.236
N -2.160 1.592 -3.498
Br -1.195 0.354 -4.603
C -3.045 1.915 -1.201
O -3.926 2.724 -1.579
O -2.578 1.821 -0.047
H -6.057 -0.215 -3.446
H -5.917 0.885 -2.080
H -5.153 1.283 -3.604
H -3.350 -0.724 -0.134
H -3.815 -2.224 -0.950
H -5.033 -1.058 -0.447
H -1.683 0.377 -1.862
H -3.015 1.725 -4.032
C 0.202 3.641 2.686
C -0.791 2.867 2.096
C -1.117 1.631 2.625
C -0.436 1.155 3.738
C 0.589 1.921 4.316
C 0.894 3.169 3.791
C 1.368 1.411 5.471
O 2.254 2.066 5.985
C 1.040 0.051 5.994
C 1.787 -0.473 7.041
C 1.485 -1.724 7.550
C 0.427 -2.456 7.021
C -0.319 -1.940 5.975
C -0.008 -0.691 5.451
C -0.806 -0.166 4.302
O -1.730 -0.816 3.853
H 0.446 4.611 2.273
H -1.327 3.219 1.227
H -1.896 1.044 2.159
H 1.676 3.762 4.246
H 2.604 0.105 7.452
H 2.072 -2.131 8.363
H 0.186 -3.430 7.426
H -1.142 -2.502 5.557
C 3.860 8.349 -4.606
C 4.896 7.461 -4.880
C 4.784 6.131 -4.516
C 3.641 5.682 -3.867
C 2.611 6.576 -3.576
C 2.721 7.907 -3.956
C 1.388 6.127 -2.843
O 0.498 6.915 -2.600
C 1.310 4.704 -2.421
C 0.208 4.267 -1.698
C 0.108 2.942 -1.299
C 1.115 2.046 -1.637
C 2.217 2.473 -2.362
C 2.327 3.800 -2.749
C 3.532 4.239 -3.496
O 4.416 3.462 -3.799
H 3.945 9.387 -4.899
H 5.790 7.810 -5.381
H 5.582 5.434 -4.729
H 1.913 8.591 -3.735
H -0.576 4.967 -1.445
H -0.762 2.616 -0.741
H 1.046 1.007 -1.343
H 2.998 1.775 -2.631
C -0.311 -3.100 1.968
C 0.340 -4.000 2.806
C 0.626 -5.282 2.367
C 0.254 -5.676 1.089
C -0.416 -4.777 0.252
C -0.686 -3.488 0.693
C -0.864 -5.188 -1.108
O -1.441 -4.415 -1.840
C -0.588 -6.588 -1.545
C -1.039 -7.008 -2.789
C -0.782 -8.299 -3.217
C -0.066 -9.174 -2.406
C 0.382 -8.761 -1.164
C 0.117 -7.470 -0.725
C 0.583 -7.052 0.629
O 1.209 -7.819 1.333
H -0.529 -2.101 2.310
H 0.625 -3.698 3.805
H 1.136 -5.982 3.013
H -1.196 -2.795 0.038
H -1.591 -6.321 -3.415
H -1.138 -8.626 -4.185
H 0.139 -10.181 -2.745
H 0.936 -9.437 -0.527
```

Computed properties:
LUMO level: 0.67 eV
charge: -1
E: -145426.095 eV

# 3
The following is a quantum chemistry calculation of a cluster of 2 separate species, C5H14NO2 in total, from OMol25.

Geometry as XYZ:
```
22
C5H14NO2, DFT wB97M-V/def2-TZVPD
C 0.211 -0.216 0.428
N -0.457 -1.565 0.393
C 0.036 -2.468 -0.652
O 0.306 -3.658 -0.071
C -0.870 0.916 0.329
C -0.191 2.197 -0.114
C -1.289 3.198 -0.641
H 1.089 -0.059 1.113
H 0.734 0.001 -0.566
H -0.742 -2.116 1.299
H -0.693 -2.582 -1.559
H 1.072 -2.162 -1.098
H -1.334 1.026 1.252
H -1.574 0.544 -0.449
H 0.408 2.614 0.599
H 0.540 1.804 -0.912
H -1.464 2.871 -1.677
H -0.800 4.220 -0.579
H -2.293 3.129 -0.029
H 2.844 -2.084 1.542
H 1.742 -2.961 0.607
O 2.726 -2.651 0.784
```

Computed properties:
LUMO level (spin up / spin down): 6.22 / 6.19 eV
⟨S²⟩: 0.751
charge: -2
E: -10991.784 eV
2S+1: 2
relative energy (zero: lowest compared OMol25 entry of this formula, charge and spin): 1.677 eV

Q: Which formula does entry 2 have?
A: C46H32BrNO8P